Record 1
{"formula": "C15H22BrNO", "method": "ωB97M-V/def2-TZVPD", "lumo_energy_ev": 0.76, "spin_multiplicity": 1, "e_homo_ev": -8.1, "max_force_ev_per_a": 18.61, "e_above_lowest_ev": 14.3371, "total_energy_ha": -3288.24105, "homo_lumo_gap_ha": 0.3269, "elements": ["C", "H", "C", "O", "H", "H", "H", "H", "H", "Br", "C", "H", "H", "C", "C", "C", "H", "C", "H", "H", "H", "C", "C", "H", "H", "H", "C", "C", "H", "N", "C", "H", "H", "C", "H", "H", "H", "C", "C", "H"], "positions_angstrom": [[-3.775, -0.762, -0.411], [-2.730, 3.164, 0.698], [1.233, 0.049, -0.638], [-3.280, 1.394, 0.147], [-2.620, 0.074, 2.435], [-1.104, 1.644, -1.191], [-0.652, 3.151, -0.868], [-3.997, -3.678, 1.188], [0.498, -0.139, -1.150], [-4.303, 0.059, -1.987], [-3.476, -0.061, 0.756], [1.109, -0.272, 0.528], [-0.468, 2.472, 1.621], [0.866, 1.832, -0.757], [4.895, -0.515, -0.584], [3.518, 0.458, -0.114], [1.326, 1.994, -1.583], [-3.117, -0.612, 1.858], [3.389, 0.522, 0.862], [1.507, 2.237, 0.181], [-3.020, -2.295, 3.227], [2.697, -1.579, -1.326], [-2.535, 2.255, 0.986], [-4.682, -2.567, -0.911], [2.449, -1.950, -0.520], [4.632, -2.822, -1.265], [-0.553, 2.326, -0.448], [-3.252, -2.056, 1.855], [5.064, -1.050, 0.531], [2.528, -0.046, -1.009], [-3.760, -2.701, 0.982], [3.819, 1.424, -0.429], [4.353, -1.422, -2.432], [-0.947, 1.888, 0.958], [-2.773, 2.386, 2.163], [2.174, -1.918, -2.025], [5.615, -0.132, -1.036], [4.130, -1.692, -1.356], [-3.987, -2.008, -0.237], [-0.770, 0.945, 1.303]], "forces_ev_per_a": [[-0.779, 2.747, 0.042], [-0.588, 5.103, -2.194], [3.489, 7.545, 9.586], [-0.198, -2.490, 4.235], [1.068, 0.659, 2.673], [-0.159, 0.822, 1.001], [-1.356, 8.226, -2.270], [-0.724, -2.342, -0.401], [-7.066, -3.626, -5.973], [-0.159, 0.203, -0.869], [0.820, 6.053, -7.117], [-0.306, 0.514, -2.318], [1.573, 2.474, 2.558], [-0.132, -2.661, 9.605], [-10.753, -6.198, 8.918], [4.272, -1.739, -6.642], [2.599, 1.645, -5.602], [0.256, -2.034, 0.054], [-1.128, -0.639, 4.770], [-0.805, -0.569, -2.306], [-0.684, -0.482, -4.556], [6.054, 8.112, 1.763], [2.595, -4.923, 4.728], [1.273, 0.402, -0.132], [-3.318, -4.249, 8.121], [-1.474, 2.996, 0.218], [2.097, -11.909, 0.335], [5.795, 8.053, 15.746], [0.733, 1.718, -2.968], [0.523, -3.001, -2.921], [-3.459, -4.070, -7.832], [0.010, 1.257, -0.312], [0.292, -0.562, 0.720], [-4.761, 3.468, -3.580], [-0.387, -1.157, -2.259], [-4.164, -2.220, -6.368], [6.329, 3.527, -3.660], [5.468, -1.037, -3.663], [-3.274, -6.639, -1.016], [0.431, -2.977, -0.113]]}



Record 2
{"formula": "C2H5NO2", "method": "ωB97M-V/def2-TZVPD", "lumo_energy_ev": 0.52, "spin_multiplicity": 1, "e_homo_ev": -10.0, "max_force_ev_per_a": 3.23, "smiles": "O=CO.C=N", "e_above_lowest_ev": 1.9430, "total_energy_ha": -284.39596, "homo_lumo_gap_ha": 0.3879, "elements": ["C", "H", "O", "H", "H", "C", "H", "N", "H", "O"], "positions_angstrom": [[-0.263, -1.248, 0.216], [1.384, 1.284, -0.239], [0.311, -1.460, -0.834], [-1.357, -1.379, 0.310], [-0.210, -1.278, 2.147], [0.298, 1.409, -0.249], [0.028, 0.747, -2.052], [-0.449, 1.177, -1.259], [-0.127, 1.981, 0.570], [0.385, -1.233, 1.390]], "forces_ev_per_a": [[0.242, -2.846, -1.518], [-0.065, -0.373, 0.091], [-0.614, 0.738, 1.688], [0.118, 0.744, -0.024], [-0.203, 0.158, -0.180], [-0.223, 1.088, -1.692], [0.209, -0.120, 0.372], [0.181, 0.440, 0.921], [-0.144, -0.305, 0.302], [0.498, 0.477, 0.040]]}